Here is a molecular structure, C34H82N2O12SSi in a non-equilibrium geometry from the OMol25 dataset. Energies are from wB97M-V/def2-TZVPD.

Computed properties:
ΔE to the lowest compared entry with this formula, charge and spin   0.0 kJ/mol
HOMO level   -8.175 eV
Strongest force on any atom   4.08 eV Å⁻¹
Orbital gap   7.511 eV
LUMO energy   -0.66 eV

Structure (ORCA input):
```
! RIJCOSX wB97M-V def2-TZVPD def2/J DEFGRID3
* xyz 0 1
C 4.51395 -3.77570 -1.30262
C 4.31238 -2.18874 -1.16998
O 5.60809 -1.64363 -0.80820
C 3.24800 -1.96828 -0.02464
C 2.54587 -0.57550 -0.03424
C 2.53239 0.21307 1.20445
C 1.82906 1.56472 1.30863
C 1.15736 2.08791 0.14212
C 0.35597 3.44969 0.16114
C -1.19623 3.01356 0.33826
O -1.18210 1.70419 0.91963
Si -2.43149 0.67749 0.35657
C -2.66234 0.63970 -1.53418
C -4.04383 1.19525 1.25910
C -2.06752 -1.14059 0.88572
C 1.16109 1.35773 -1.18824
N 0.56533 1.80941 -2.35492
S 0.89948 0.55045 -3.39422
N 1.78773 -0.54451 -2.50796
C 1.87424 0.01640 -1.23378
H 5.60271 -4.04873 -1.18493
H 3.91508 -4.32004 -0.51334
H 4.18202 -4.15990 -2.31162
H 4.02213 -1.73802 -2.15580
H 5.81651 -1.97438 0.08514
H 2.44408 -2.75608 -0.17460
H 3.66904 -2.13553 1.00598
H 3.06036 -0.25408 2.08105
H 1.83237 2.13188 2.26920
H 0.66410 4.09715 1.02776
H 0.44093 4.01319 -0.80355
H -1.74071 3.78454 0.96346
H -1.64228 3.07005 -0.69366
H -3.73538 0.95976 -1.73501
H -2.00231 1.35591 -2.09327
H -2.57960 -0.41955 -1.91014
H -3.76971 1.24834 2.35804
H -4.82705 0.42004 1.04639
H -4.31397 2.22065 0.88069
H -1.76238 -1.75817 -0.01340
H -1.21649 -1.22109 1.61490
H -3.02831 -1.58619 1.25534
C -5.29919 -4.67218 -1.02128
C -4.07468 -3.96503 -1.56820
O -3.17037 -3.66014 -0.51265
H -5.80343 -4.04819 -0.27957
H -6.00481 -4.90844 -1.82092
H -5.01537 -5.59991 -0.51760
H -4.35847 -3.02806 -2.05083
H -3.55829 -4.59014 -2.30420
H -2.91640 -4.49608 -0.09737
C 1.44123 5.22935 4.12161
C 0.43153 6.35639 4.02684
O -0.82580 5.85691 3.59151
H 1.55888 4.73942 3.15213
H 2.41483 5.60139 4.44890
H 1.10251 4.46525 4.82666
H 0.76159 7.10683 3.30647
H 0.30066 6.84435 4.99869
H -1.11790 5.19829 4.23796
C 0.73044 -4.84251 -2.89798
C -0.11728 -5.36237 -1.75191
O 0.10320 -4.58509 -0.57847
H 1.79002 -4.87467 -2.63534
H 0.57308 -5.43558 -3.80162
H 0.48702 -3.79874 -3.11603
H 0.14308 -6.39656 -1.52228
H -1.18231 -5.32239 -2.00466
H -0.13874 -3.67298 -0.78384
C 3.21025 -3.44116 4.28666
C 3.29256 -2.26886 5.24566
O 2.88878 -1.06711 4.59650
H 3.84564 -3.26790 3.41513
H 3.52421 -4.36705 4.77302
H 2.18881 -3.56796 3.91719
H 4.31678 -2.13234 5.59502
H 2.64938 -2.43220 6.11634
H 1.97914 -1.18919 4.29748
C 6.05135 -0.85723 -5.23223
C 5.21466 -1.86981 -5.99081
O 4.10839 -2.28991 -5.20010
H 6.41540 -1.28608 -4.29595
H 6.90749 -0.53267 -5.82782
H 5.45317 0.02007 -4.97049
H 5.80859 -2.75272 -6.23128
H 4.83778 -1.44177 -6.92568
H 3.58079 -1.50743 -4.99749
C -4.81036 -8.71062 0.71422
C -3.37616 -8.40381 1.10042
O -3.05721 -7.05144 0.79070
H -4.96497 -8.53624 -0.35300
H -5.06320 -9.74829 0.94205
H -5.50331 -8.05505 1.24903
H -2.68679 -9.04469 0.54918
H -3.21794 -8.56643 2.17114
H -3.66386 -6.48854 1.28947
C -3.71719 2.97314 5.88788
C -2.27963 3.23890 6.29029
O -1.93056 4.59506 6.02023
H -3.86181 3.18078 4.82538
H -3.99236 1.93490 6.08488
H -4.39979 3.62735 6.43717
H -1.60032 2.59955 5.72456
H -2.13076 3.04296 7.35662
H -2.52664 5.15780 6.52874
C -2.91481 -2.78923 5.37965
C -2.93069 -3.41940 4.00016
O -3.90002 -4.46409 3.94579
H -2.68482 -3.53866 6.14019
H -2.17204 -1.99025 5.43582
H -3.89610 -2.37420 5.62657
H -1.95635 -3.85071 3.76645
H -3.17122 -2.67676 3.23450
H -4.75967 -4.07411 4.14428
C 0.54931 5.14730 -5.35721
C 1.04074 5.94773 -4.16809
O -0.02866 6.17446 -3.25424
H -0.25989 5.67475 -5.86646
H 1.35779 4.97031 -6.06962
H 0.14806 4.18256 -5.03280
H 1.42040 6.91787 -4.49143
H 1.84493 5.41925 -3.64510
H -0.35277 5.31206 -2.96692
C 2.14038 10.27964 -5.52669
C 2.12203 9.63591 -6.89997
O 1.13218 8.61403 -6.95612
H 2.34529 9.53284 -4.75662
H 2.90141 11.06100 -5.47129
H 1.16737 10.72044 -5.29329
H 3.08764 9.17865 -7.12008
H 1.90636 10.37864 -7.67497
H 0.27922 9.02446 -6.76988
*
```

These are the Mulliken partial charges, in e, on atoms 1 to 99: number 1, C, carries -1.11; number 2, C, carries 0.71; number 3, O, carries -0.59; number 4, C, carries -0.20; number 5, C, carries 0.41; number 6, C, carries -1.34; number 7, C, carries -0.87; number 8, C, carries 0.99; number 9, C, carries -0.33; number 10, C, carries -0.42; number 11, O, carries -0.12; number 12, Si, carries 0.69; number 13, C, carries -1.01; number 14, C, carries -1.00; number 15, C, carries -0.22; number 16, C, carries 0.33; number 17, N, carries -0.42; number 18, S, carries 0.06; number 19, N, carries -0.42; number 20, C, carries 0.84; number 21, H, carries 0.42; number 22, H, carries 0.27; number 23, H, carries 0.12; number 24, H, carries 0.04; number 25, H, carries 0.36; number 26, H, carries -0.08; number 27, H, carries 0.02; number 28, H, carries 0.42; number 29, H, carries 0.34; number 30, H, carries -0.07; number 31, H, carries -0.04; number 32, H, carries 0.36; number 33, H, carries 0.23; number 34, H, carries 0.35; number 35, H, carries 0.25; number 36, H, carries 0.25; number 37, H, carries 0.15; number 38, H, carries 0.29; number 39, H, carries 0.28; number 40, H, carries -0.29; number 41, H, carries 0.42; number 42, H, carries -0.09; number 43, C, carries -0.85; number 44, C, carries -0.26; number 45, O, carries -0.19; number 46, H, carries 0.28; number 47, H, carries 0.39; number 48, H, carries 0.03; number 49, H, carries 0.33; number 50, H, carries 0.22; number 51, H, carries 0.13; number 52, C, carries -0.64; number 53, C, carries -0.31; number 54, O, carries -0.50; number 55, H, carries -0.04; number 56, H, carries 0.39; number 57, H, carries 0.25; number 58, H, carries 0.32; number 59, H, carries 0.28; number 60, H, carries 0.29; number 61, C, carries -0.92; number 62, C, carries 0.11; number 63, O, carries -0.41; number 64, H, carries 0.08; number 65, H, carries 0.42; number 66, H, carries 0.27; number 67, H, carries 0.36; number 68, H, carries -0.09; number 69, H, carries 0.15; number 70, C, carries -0.79; number 71, C, carries -0.32; number 72, O, carries -0.44; number 73, H, carries 0.10; number 74, H, carries 0.38; number 75, H, carries 0.24; number 76, H, carries 0.29; number 77, H, carries 0.28; number 78, H, carries 0.24; number 79, C, carries -0.95; number 80, C, carries -0.21; number 81, O, carries -0.45; number 82, H, carries 0.20; number 83, H, carries 0.37; number 84, H, carries 0.28; number 85, H, carries 0.29; number 86, H, carries 0.25; number 87, H, carries 0.21; number 88, C, carries -1.06; number 89, C, carries -0.27; number 90, O, carries -0.37; number 91, H, carries 0.26; number 92, H, carries 0.37; number 93, H, carries 0.30; number 94, H, carries 0.26; number 95, H, carries 0.29; number 96, H, carries 0.18; number 97, C, carries -1.03; number 98, C, carries -0.21; number 99, O, carries -0.49